# C23H30N4O3

An isolated molecule of C23H30N4O3 (ωB97M-V/def2-TZVPD, OMol25).

Element x y z (Å)
1 C -0.664 -3.080 -2.386
2 C 0.544 -3.784 -1.778
3 O 1.121 -3.048 -0.717
4 C 0.428 -2.862 0.442
5 C -0.613 -3.667 0.884
6 C -1.213 -3.420 2.108
7 C -0.782 -2.370 2.895
8 C 0.251 -1.558 2.453
9 C 0.859 -1.783 1.233
10 C 1.960 -0.919 0.674
11 N 2.015 0.412 1.261
12 C 2.901 0.503 2.402
13 C 4.312 0.941 1.985
14 N 4.188 2.266 1.429
15 C 3.089 2.628 0.731
16 O 2.861 3.783 0.440
17 C 2.229 1.457 0.259
18 C 0.897 2.010 -0.286
19 C -0.102 0.917 -0.613
20 O -0.069 0.336 -1.689
21 N -1.012 0.607 0.336
22 C -1.139 1.310 1.590
23 C -2.104 -0.267 -0.024
24 C -3.369 0.536 -0.385
25 C -3.011 1.531 -1.449
26 C -3.081 1.212 -2.801
27 C -2.643 2.141 -3.727
28 C -2.150 3.355 -3.275
29 C -2.127 3.580 -1.909
30 N -2.546 2.697 -1.020
31 H -0.418 -2.035 -2.567
32 H -0.932 -3.554 -3.327
33 H -1.518 -3.126 -1.714
34 H 0.289 -4.803 -1.458
35 H 1.348 -3.849 -2.516
36 H -0.961 -4.496 0.287
37 H -2.020 -4.056 2.441
38 H -1.249 -2.179 3.850
39 H 0.574 -0.727 3.059
40 H 1.773 -0.837 -0.398
41 H 2.919 -1.452 0.783
42 H 2.506 1.256 3.097
43 H 2.930 -0.461 2.910
44 H 4.709 0.245 1.234
45 H 4.992 0.959 2.837
46 H 4.785 3.009 1.758
47 H 2.795 1.040 -0.593
48 H 1.116 2.534 -1.218
49 H 0.486 2.734 0.412
50 H -0.160 1.441 2.045
51 H -1.749 0.705 2.259
52 H -1.621 2.282 1.450
53 H -2.307 -0.952 0.804
54 H -1.780 -0.839 -0.894
55 H -4.140 -0.151 -0.735
56 H -3.730 1.067 0.496
57 H -3.458 0.250 -3.114
58 H -2.676 1.919 -4.784
59 H -1.789 4.104 -3.963
60 H -1.749 4.508 -1.499

Output
Relative energy (zero: lowest compared OMol25 entry of this formula, charge and spin) in kJ/mol: 188.1
Lowest unoccupied orbital energy in eV: 0.7
Orbital gap in eV: 9.1
Total charge: 0

---

# C55H53AsN10O2Ti

C55H53AsN10O2Ti as an isolated structure (ωB97M-V/def2-TZVPD, OMol25).

Element x y z (Å)
1 Ti 1.105 -0.154 -0.276
2 C 3.901 -4.854 4.432
3 C 3.105 -4.091 3.411
4 C 1.719 -4.217 3.336
5 C 0.986 -3.492 2.420
6 C 1.598 -2.618 1.509
7 N 0.836 -1.798 0.653
8 C -0.553 -2.152 0.597
9 C -1.426 -1.681 1.567
10 C -2.729 -2.137 1.656
11 C -3.185 -3.129 0.787
12 C -4.591 -3.649 0.866
13 C -2.308 -3.605 -0.187
14 C -1.015 -3.115 -0.302
15 N -0.163 -3.601 -1.314
16 C 0.062 -4.892 -1.673
17 C 0.903 -4.862 -2.752
18 C 1.128 -3.491 -2.992
19 N 0.486 -2.729 -2.122
20 C 2.990 -2.553 1.535
21 C 3.718 -3.249 2.501
22 N 3.716 -1.814 0.564
23 C 5.010 -2.004 0.229
24 C 5.337 -1.098 -0.748
25 C 4.164 -0.393 -0.981
26 N 3.176 -0.827 -0.192
27 H 3.480 -4.730 5.430
28 H 4.939 -4.527 4.457
29 H 3.890 -5.922 4.205
30 H 1.201 -4.881 4.018
31 H -0.089 -3.602 2.415
32 H -1.043 -0.988 2.298
33 H -3.379 -1.741 2.429
34 H -4.986 -3.564 1.878
35 H -4.648 -4.692 0.559
36 H -5.248 -3.076 0.206
37 H -2.644 -4.355 -0.895
38 H -0.378 -5.710 -1.125
39 H 1.299 -5.705 -3.294
40 H 1.714 -3.038 -3.779
41 H 4.791 -3.127 2.551
42 H 5.593 -2.786 0.682
43 H 6.285 -0.982 -1.245
44 H 3.996 0.399 -1.688
45 O 1.871 -1.096 -4.537
46 C 1.920 0.180 -4.981
47 C 1.977 0.363 -6.363
48 C 2.024 1.633 -6.894
49 C 2.015 2.761 -6.066
50 C 1.964 2.592 -4.706
51 C 1.916 1.305 -4.136
52 C 1.856 1.173 -2.687
53 O 1.688 -0.039 -2.188
54 N 2.007 2.204 -1.889
55 N 1.997 1.728 -0.589
56 C 2.664 2.367 0.291
57 C 2.672 1.784 1.624
58 C 3.384 2.335 2.672
59 C 3.311 1.723 3.915
60 C 2.517 0.599 4.056
61 C 1.844 0.102 2.949
62 N 1.924 0.667 1.746
63 H 1.783 -1.085 -3.574
64 H 1.982 -0.515 -6.996
65 H 2.068 1.755 -7.969
66 H 2.052 3.754 -6.494
67 H 1.964 3.448 -4.044
68 H 3.202 3.275 0.044
69 H 3.968 3.232 2.514
70 H 3.856 2.125 4.759
71 H 2.414 0.097 5.008
72 H 1.223 -0.781 3.034
73 C -4.351 -0.119 -1.992
74 C -2.929 -0.214 -2.527
75 C -2.716 -1.539 -3.259
76 C -2.646 0.939 -3.486
77 N -2.070 -0.069 -1.315
78 N -0.685 -0.045 -1.625
79 H -5.073 -0.198 -2.805
80 H -4.500 0.831 -1.475
81 H -4.550 -0.932 -1.286
82 H -3.376 -1.589 -4.127
83 H -2.948 -2.387 -2.618
84 H -1.693 -1.656 -3.634
85 H -3.367 0.916 -4.303
86 H -1.656 0.862 -3.946
87 H -2.736 1.902 -2.982
88 H -2.223 -0.850 -0.689
89 H -0.536 0.819 -2.134
90 H -0.424 -0.802 -2.261
91 C 1.504 5.587 2.821
92 C 0.974 4.633 3.679
93 C 0.292 3.535 3.169
94 C 0.143 3.385 1.795
95 C 0.665 4.351 0.936
96 C 1.342 5.449 1.449
97 As -0.781 1.846 1.039
98 C -2.164 2.769 0.068
99 C -2.037 3.496 -1.103
100 C -3.149 4.156 -1.610
101 C -4.369 4.072 -0.951
102 C -4.488 3.349 0.228
103 C -3.377 2.699 0.754
104 C -3.336 1.966 2.038
105 C -4.421 1.779 2.891
106 C -4.248 1.132 4.104
107 C -2.993 0.670 4.487
108 C -1.907 0.840 3.641
109 C -2.082 1.477 2.420
110 H 2.023 6.449 3.222
111 H 1.075 4.750 4.751
112 H -0.132 2.814 3.854
113 H 0.534 4.268 -0.137
114 H 1.729 6.204 0.777
115 H -1.091 3.562 -1.628
116 H -3.067 4.735 -2.521
117 H -5.232 4.589 -1.351
118 H -5.442 3.315 0.740
119 H -5.402 2.148 2.618
120 H -5.095 0.995 4.764
121 H -2.862 0.183 5.446
122 H -0.931 0.477 3.949

Output
Relative energy (zero: lowest compared OMol25 entry of this formula, charge and spin) in kJ/mol: 0.0
Lowest unoccupied orbital energy in eV: -6.3
Orbital gap in eV: 6.4
Total charge: +2

---

# C24H43NP2Re

C24H43NP2Re as an isolated structure (ωB97M-V/def2-TZVPD, OMol25).

Element x y z (Å)
1 P -0.477 -1.785 -2.994
2 P 0.369 1.587 -2.041
3 C 0.037 -0.408 -4.151
4 C 0.977 0.618 -3.515
5 H -0.865 0.051 -4.583
6 H 0.552 -0.879 -4.996
7 H 1.936 0.147 -3.256
8 H 1.182 1.405 -4.256
9 C -0.446 2.954 -2.937
10 H -0.620 3.822 -2.284
11 H -1.403 2.625 -3.370
12 H 0.226 3.250 -3.757
13 C 1.767 2.363 -1.220
14 H 2.055 3.233 -1.834
15 H 2.642 1.699 -1.154
16 H 1.510 2.725 -0.211
17 C -1.885 -2.857 -3.740
18 H -1.822 -3.862 -3.290
19 H -1.743 -2.947 -4.825
20 H -2.905 -2.471 -3.587
21 C 0.609 -3.067 -4.101
22 H 1.642 -2.705 -4.185
23 H 0.168 -3.134 -5.101
24 H 0.592 -4.043 -3.595
25 Re 0.489 0.370 2.573
26 C -1.075 0.562 -1.654
27 C -1.727 -0.687 -2.226
28 C -2.336 -1.548 -1.139
29 C -1.361 -2.639 -0.590
30 C -0.228 -2.969 -1.488
31 C 0.851 -2.017 -1.833
32 C 1.004 -0.869 -0.757
33 C -0.218 0.040 -0.362
34 C 1.678 -1.263 2.983
35 H -1.860 1.258 -1.306
36 H -2.459 -0.388 -2.992
37 H -3.229 -2.046 -1.524
38 H -2.703 -0.903 -0.337
39 H -0.935 -2.378 0.388
40 H -1.991 -3.520 -0.403
41 H -0.076 -4.025 -1.737
42 H 1.810 -2.364 -2.221
43 H 1.817 -0.223 -1.132
44 H 1.405 -1.300 0.172
45 H -0.892 -0.445 0.356
46 H 0.200 0.899 0.242
47 H 2.685 -0.961 3.300
48 H 1.744 -1.915 2.091
49 H 1.193 -1.828 3.807
50 C -1.858 2.007 2.371
51 N -1.399 0.940 3.281
52 C -2.485 -0.025 3.588
53 C -0.757 1.544 4.517
54 C 0.731 1.445 4.290
55 C 1.609 1.345 5.426
56 C 2.944 1.662 5.272
57 C 3.447 2.174 4.074
58 C 2.650 2.407 2.958
59 C 1.288 2.041 3.021
60 H -2.492 1.568 1.592
61 H -0.987 2.497 1.918
62 H -2.428 2.731 2.975
63 H -2.063 -0.962 3.976
64 H -3.141 0.431 4.345
65 H -3.059 -0.239 2.676
66 H -1.074 2.604 4.596
67 H -1.115 0.983 5.392
68 H 1.162 0.981 6.346
69 H 3.597 1.549 6.136
70 H 4.502 2.403 4.033
71 H 3.043 2.754 1.991

Output
Multiplicity: 4
Lowest unoccupied orbital energy (spin up / spin down) in eV: -6.5 / -6.5
Orbital gap (spin up / spin down) in eV: 6.0 / 6.1
Total charge: +2

---

# C31H56AlIN6O15

C31H56AlIN6O15 as an isolated structure (ωB97M-V/def2-TZVPD, OMol25).

Element x y z (Å)
1 Al -3.703 -4.300 1.526
2 I -1.471 -3.103 2.124
3 C -5.763 -3.935 5.179
4 C -5.119 -4.432 4.033
5 N -4.295 -4.504 3.232
6 H -6.808 -3.962 4.980
7 H -5.324 -2.931 5.319
8 H -5.265 -4.670 5.830
9 C -1.594 -7.591 0.752
10 C -2.838 -6.869 1.006
11 N -3.796 -6.217 1.075
12 H -1.305 -8.075 1.709
13 H -0.855 -6.953 0.264
14 H -1.727 -8.469 0.104
15 C 1.509 -3.051 -1.924
16 C 0.572 -4.130 -1.434
17 N -0.062 -5.037 -0.996
18 H 2.521 -3.391 -1.670
19 H 1.334 -2.108 -1.466
20 H 1.527 -3.146 -2.992
21 C -0.095 1.439 -0.250
22 C -0.510 0.115 0.230
23 N -0.843 -0.908 0.700
24 H -0.745 2.116 0.358
25 H -0.347 1.555 -1.295
26 H 0.983 1.674 -0.141
27 C -3.282 -2.202 -2.024
28 O -4.418 -3.061 -1.939
29 C -4.781 -3.732 -0.905
30 O -4.480 -3.379 0.219
31 O -5.730 -4.566 -1.319
32 C -6.701 -4.991 -0.318
33 H -2.808 -2.327 -2.909
34 H -2.688 -2.434 -1.153
35 H -3.562 -1.246 -1.712
36 H -7.635 -4.542 -0.569
37 H -6.429 -4.658 0.658
38 H -6.719 -6.092 -0.325
39 C 5.929 -1.909 -1.651
40 O 5.959 -1.181 -0.451
41 C 7.132 -1.240 0.250
42 O 7.973 -2.064 0.218
43 O 7.107 -0.128 0.988
44 C 8.204 -0.066 1.992
45 H 6.625 -1.462 -2.385
46 H 4.912 -1.890 -2.038
47 H 6.321 -2.941 -1.512
48 H 8.552 -1.033 2.257
49 H 7.739 0.421 2.853
50 H 9.052 0.494 1.588
51 C 2.783 -0.414 1.681
52 O 2.858 -0.464 0.268
53 C 3.238 0.656 -0.391
54 O 3.355 1.741 0.094
55 O 3.449 0.250 -1.659
56 C 3.881 1.239 -2.692
57 H 3.173 0.418 2.224
58 H 3.294 -1.315 1.990
59 H 1.782 -0.428 2.103
60 H 3.451 2.186 -2.393
61 H 3.397 0.885 -3.542
62 H 4.963 1.240 -2.693
63 C 0.674 5.158 5.846
64 O 0.158 3.840 5.424
65 C -1.145 3.744 5.118
66 O -1.682 2.697 4.892
67 O -1.775 4.932 5.034
68 C -3.204 4.988 4.788
69 H 0.064 5.648 6.582
70 H 0.646 5.770 4.882
71 H 1.662 4.947 6.299
72 H -3.475 4.390 3.937
73 H -3.424 6.043 4.699
74 H -3.513 4.612 5.764
75 C 4.968 4.745 1.149
76 O 3.559 4.675 0.904
77 C 2.685 4.320 1.841
78 O 2.992 4.097 2.952
79 O 1.468 4.426 1.276
80 C 0.384 4.327 2.182
81 H 5.190 5.313 2.026
82 H 5.433 5.227 0.294
83 H 5.371 3.770 1.234
84 H 0.577 4.761 3.112
85 H 0.068 3.285 2.301
86 H -0.409 4.883 1.719
87 C -1.496 7.047 -0.550
88 C -2.075 7.064 -1.995
89 C -1.473 5.999 -2.893
90 C -1.823 4.614 -2.517
91 N -2.196 3.610 -2.089
92 H -0.411 6.964 -0.663
93 H -1.837 6.182 0.000
94 H -1.783 7.872 0.063
95 H -1.811 8.076 -2.397
96 H -3.161 6.897 -1.998
97 H -0.377 6.026 -2.876
98 H -1.778 6.108 -3.920
99 C -1.554 -5.231 -5.894
100 C -1.559 -4.093 -6.895
101 C -1.954 -2.732 -6.275
102 C -0.992 -2.375 -5.135
103 N -0.396 -1.847 -4.329
104 H -2.462 -5.324 -5.347
105 H -0.673 -5.271 -5.252
106 H -1.530 -6.118 -6.533
107 H -2.350 -4.316 -7.601
108 H -0.536 -4.142 -7.355
109 H -2.997 -2.669 -5.957
110 H -1.924 -1.825 -6.903

Output
Lowest unoccupied orbital energy in eV: -5.9
Orbital gap in eV: 7.3
Total charge: +2

---

- The lowest total charge belongs to which entry?
  C23H30N4O3

---

Repeat the first record exactly.
# C23H30N4O3

An isolated molecule of C23H30N4O3 (ωB97M-V/def2-TZVPD, OMol25).

Element x y z (Å)
1 C -0.664 -3.080 -2.386
2 C 0.544 -3.784 -1.778
3 O 1.121 -3.048 -0.717
4 C 0.428 -2.862 0.442
5 C -0.613 -3.667 0.884
6 C -1.213 -3.420 2.108
7 C -0.782 -2.370 2.895
8 C 0.251 -1.558 2.453
9 C 0.859 -1.783 1.233
10 C 1.960 -0.919 0.674
11 N 2.015 0.412 1.261
12 C 2.901 0.503 2.402
13 C 4.312 0.941 1.985
14 N 4.188 2.266 1.429
15 C 3.089 2.628 0.731
16 O 2.861 3.783 0.440
17 C 2.229 1.457 0.259
18 C 0.897 2.010 -0.286
19 C -0.102 0.917 -0.613
20 O -0.069 0.336 -1.689
21 N -1.012 0.607 0.336
22 C -1.139 1.310 1.590
23 C -2.104 -0.267 -0.024
24 C -3.369 0.536 -0.385
25 C -3.011 1.531 -1.449
26 C -3.081 1.212 -2.801
27 C -2.643 2.141 -3.727
28 C -2.150 3.355 -3.275
29 C -2.127 3.580 -1.909
30 N -2.546 2.697 -1.020
31 H -0.418 -2.035 -2.567
32 H -0.932 -3.554 -3.327
33 H -1.518 -3.126 -1.714
34 H 0.289 -4.803 -1.458
35 H 1.348 -3.849 -2.516
36 H -0.961 -4.496 0.287
37 H -2.020 -4.056 2.441
38 H -1.249 -2.179 3.850
39 H 0.574 -0.727 3.059
40 H 1.773 -0.837 -0.398
41 H 2.919 -1.452 0.783
42 H 2.506 1.256 3.097
43 H 2.930 -0.461 2.910
44 H 4.709 0.245 1.234
45 H 4.992 0.959 2.837
46 H 4.785 3.009 1.758
47 H 2.795 1.040 -0.593
48 H 1.116 2.534 -1.218
49 H 0.486 2.734 0.412
50 H -0.160 1.441 2.045
51 H -1.749 0.705 2.259
52 H -1.621 2.282 1.450
53 H -2.307 -0.952 0.804
54 H -1.780 -0.839 -0.894
55 H -4.140 -0.151 -0.735
56 H -3.730 1.067 0.496
57 H -3.458 0.250 -3.114
58 H -2.676 1.919 -4.784
59 H -1.789 4.104 -3.963
60 H -1.749 4.508 -1.499

Output
Relative energy (zero: lowest compared OMol25 entry of this formula, charge and spin) in kJ/mol: 188.1
Lowest unoccupied orbital energy in eV: 0.7
Orbital gap in eV: 9.1
Total charge: 0

---

- What is the total charge in the fourth record?
  +2

---

- What is the formula in the first record?
  C23H30N4O3